# 1
Computed, not measured: 10 unconnected molecules or ions with the total composition C63H140Br3N7 at a distorted geometry, with the ωB97M-V functional and the def2-TZVPD basis.

The calculation puts the frontier orbital gap at 6.22 eV. As for the charge: +4. The HOMO energy comes out at -12.8778 eV. The relative energy (zero: lowest compared OMol25 entry of this formula, charge and spin) comes out at 0.0 kcal per mole.

Last column: Mulliken charge in e.
Cartesian coordinates (Å):
C 6.277 -6.314 -0.871  -1.34
C 5.050 -6.061 -1.816  -0.21
C 5.271 -6.308 -3.303  -0.44
C 6.317 -5.357 -3.982  -0.78
N 6.304 -5.432 -5.479  0.35
C 7.462 -4.708 -6.200  -0.69
C 7.878 -5.500 -7.406  -0.58
C 7.024 -6.794 -7.433  -0.65
C 6.659 -6.917 -5.973  -0.64
C 4.922 -4.893 -6.113  -1.03
H 6.702 -7.262 -1.200  0.40
H 5.871 -6.281 0.139  0.40
H 6.991 -5.513 -1.066  0.34
H 4.884 -4.994 -1.672  -0.35
H 4.076 -6.428 -1.491  0.55
H 4.303 -6.274 -3.801  0.41
H 5.508 -7.371 -3.250  0.32
H 7.373 -5.531 -3.778  0.39
H 6.115 -4.337 -3.653  0.43
H 7.288 -3.663 -6.458  0.40
H 8.288 -4.537 -5.509  0.40
H 7.832 -4.919 -8.327  0.34
H 8.936 -5.706 -7.247  0.31
H 6.194 -6.615 -8.115  0.29
H 7.543 -7.710 -7.716  0.41
H 5.845 -7.621 -5.805  0.42
H 7.518 -7.207 -5.369  0.44
H 4.817 -4.746 -7.188  0.36
H 4.551 -3.965 -5.678  0.33
H 4.304 -5.791 -6.104  0.44
C -1.817 -1.088 -4.288  -1.05
C -3.066 -0.511 -4.888  -0.34
C -3.363 0.993 -4.510  -0.92
C -3.376 1.360 -3.042  -0.61
N -3.963 2.759 -2.668  0.72
C -3.917 2.882 -1.065  0.42
C -5.367 2.733 -0.558  -0.38
C -6.084 3.516 -1.674  -0.85
C -5.480 2.854 -2.948  -0.60
C -3.258 3.919 -3.343  -1.13
H -1.573 -1.968 -4.882  0.45
H -1.877 -1.348 -3.231  0.08
H -0.996 -0.381 -4.401  0.33
H -3.839 -1.116 -4.415  0.02
H -2.922 -0.730 -5.946  0.40
H -4.283 1.441 -4.886  0.57
H -2.651 1.590 -5.079  0.32
H -2.359 1.354 -2.651  0.26
H -3.937 0.687 -2.394  0.38
H -3.485 3.855 -0.830  0.07
H -3.291 2.058 -0.724  -0.31
H -5.642 3.281 0.343  0.38
H -5.728 1.704 -0.554  0.21
H -5.930 4.591 -1.581  0.35
H -7.149 3.309 -1.570  0.42
H -5.801 3.489 -3.773  0.35
H -6.020 1.920 -3.100  0.34
H -2.218 3.825 -3.032  0.30
H -3.688 4.800 -2.865  0.50
H -3.504 4.114 -4.387  0.29
C -4.142 2.037 5.437  -1.00
C -3.373 0.714 5.783  -0.43
C -1.990 0.885 6.365  0.35
C -2.140 1.127 7.922  -1.63
N -0.807 1.242 8.691  0.45
C -1.052 1.790 10.114  -0.57
C -0.366 3.223 10.170  -0.66
C 0.639 3.242 9.011  -0.56
C 0.096 2.396 7.965  -0.14
C -0.057 -0.112 8.755  -1.00
H -3.613 2.436 4.571  0.06
H -4.015 2.779 6.225  0.25
H -5.151 2.126 5.035  0.48
H -3.307 0.010 4.953  0.07
H -4.065 0.145 6.403  0.44
H -1.513 1.737 5.882  0.09
H -1.427 -0.046 6.295  0.49
H -2.606 0.289 8.439  0.43
H -2.785 1.971 8.169  0.45
H -0.536 1.135 10.816  0.37
H -2.118 1.791 10.339  0.36
H 0.006 3.517 11.151  0.41
H -1.166 3.954 10.048  0.31
H 1.606 2.777 9.207  0.36
H 0.740 4.280 8.697  0.37
H 0.937 1.960 7.425  0.24
H -0.533 3.045 7.356  -0.07
H -0.553 -0.914 9.303  0.37
H 0.830 0.102 9.351  0.46
H 0.272 -0.483 7.784  0.28
C 4.610 -2.628 0.484  -0.95
C 3.264 -2.792 -0.312  -0.85
C 2.280 -1.784 -0.041  0.35
C 1.476 -2.099 1.251  -0.75
N 0.335 -1.069 1.458  0.77
C -0.491 -1.467 2.673  -0.80
C -1.884 -0.784 2.541  0.00
C -2.021 -0.510 1.000  -0.06
C -0.767 -1.163 0.352  -0.96
C 0.900 0.305 1.647  -0.69
H 4.408 -2.439 1.538  0.40
H 5.139 -1.755 0.100  0.16
H 5.229 -3.503 0.286  0.24
H 2.760 -3.749 -0.175  0.42
H 3.525 -2.691 -1.365  0.31
H 1.578 -1.677 -0.868  0.26
H 2.735 -0.794 -0.039  -0.15
H 2.111 -2.169 2.134  0.53
H 0.877 -3.006 1.163  0.16
H -0.001 -1.213 3.612  0.32
H -0.671 -2.536 2.553  0.39
H -1.955 0.116 3.152  -0.17
H -2.638 -1.472 2.923  0.44
H -1.957 0.524 0.663  0.14
H -2.884 -0.979 0.525  -0.04
H -0.472 -0.560 -0.507  0.41
H -0.997 -2.211 0.161  0.30
H 1.624 0.222 2.458  0.09
H -0.060 0.781 1.845  0.34
H 1.346 0.682 0.727  -0.18
C 2.746 3.836 2.186  -1.09
C 2.052 5.184 2.210  -0.53
C 0.640 5.057 2.910  -0.17
C -0.259 6.397 2.978  -1.07
N -1.738 6.172 3.229  0.39
C -2.033 5.419 4.586  -0.68
C -3.408 5.943 5.065  -0.50
C -3.758 7.045 4.183  -0.79
C -2.489 7.543 3.456  -0.53
C -2.375 5.340 2.137  -1.20
H 3.809 3.920 1.959  0.38
H 2.268 3.064 1.583  -0.06
H 2.664 3.434 3.196  0.57
H 1.848 5.405 1.162  0.30
H 2.801 5.864 2.615  0.39
H 0.676 4.611 3.904  0.39
H 0.038 4.340 2.351  0.12
H -0.153 6.909 2.022  0.44
H 0.259 7.116 3.612  0.42
H -1.840 4.349 4.513  0.56
H -1.292 5.768 5.306  0.39
H -4.165 5.162 5.131  0.14
H -3.249 6.232 6.104  0.45
H -4.582 6.824 3.504  0.36
H -4.083 7.831 4.865  0.37
H -2.858 8.032 2.555  0.34
H -1.846 8.230 4.005  0.43
H -3.367 5.777 2.025  0.43
H -2.226 4.278 2.335  0.36
H -1.918 5.634 1.193  0.42
C -5.040 -5.777 -5.309  -1.36
C -4.739 -4.695 -4.272  -0.38
C -5.284 -5.027 -2.872  -0.45
C -5.107 -3.985 -1.783  -1.20
N -5.823 -4.222 -0.429  0.39
C -5.656 -3.182 0.633  -0.40
C -4.745 -3.825 1.671  0.23
C -5.174 -5.301 1.565  -0.90
C -5.270 -5.551 0.082  -0.51
C -7.393 -4.363 -0.692  -1.11
H -4.372 -5.499 -6.124  0.37
H -6.095 -5.994 -5.479  0.37
H -4.687 -6.741 -4.942  0.35
H -5.122 -3.715 -4.557  0.29
H -3.676 -4.454 -4.276  0.34
H -4.646 -5.834 -2.514  0.39
H -6.259 -5.515 -2.848  0.27
H -5.499 -3.025 -2.118  0.56
H -4.057 -3.753 -1.600  0.48
H -6.622 -2.951 1.082  0.37
H -5.185 -2.310 0.180  0.12
H -5.020 -3.380 2.627  0.39
H -3.690 -3.601 1.512  -0.39
H -6.163 -5.373 2.017  0.36
H -4.491 -6.066 1.934  0.39
H -5.922 -6.368 -0.227  0.28
H -4.250 -5.651 -0.289  0.43
H -7.767 -3.533 -1.290  0.28
H -7.745 -4.509 0.329  0.54
H -7.559 -5.289 -1.242  0.40
C 1.510 3.176 -5.794  -1.35
C 2.891 2.419 -5.816  -0.66
C 3.546 2.744 -4.507  -0.02
C 5.066 2.462 -4.416  -0.81
N 5.578 2.617 -2.987  0.38
C 4.918 1.649 -1.955  -0.88
C 4.594 2.517 -0.681  0.10
C 4.362 3.886 -1.256  0.00
C 5.422 4.080 -2.300  -0.91
C 7.183 2.351 -3.039  -1.09
H 1.667 4.236 -5.592  0.39
H 0.845 2.934 -4.965  0.32
H 1.053 3.094 -6.780  0.40
H 3.452 2.910 -6.611  0.34
H 2.692 1.411 -6.179  0.38
H 2.908 2.252 -3.773  0.15
H 3.489 3.825 -4.381  0.26
H 5.723 3.153 -4.944  0.43
H 5.255 1.414 -4.645  0.30
H 5.579 0.799 -1.788  0.26
H 4.050 1.201 -2.440  0.18
H 5.376 2.655 0.066  0.49
H 3.750 1.947 -0.293  -0.32
H 4.292 4.527 -0.377  0.57
H 3.409 3.824 -1.780  0.00
H 6.404 4.231 -1.853  0.37
H 5.285 4.808 -3.100  0.37
H 7.421 2.325 -1.975  0.47
H 7.631 3.150 -3.630  0.38
H 7.186 1.345 -3.459  0.40
Br 2.514 -0.446 5.161  -0.78
Br 0.240 2.531 -1.355  -0.76
Br -1.124 -5.128 1.003  -0.73

=====

# 2
Computed, not measured: 9 unconnected molecules or ions with the total composition C63H55BrIN3O39 at a distorted geometry, with the ωB97M-V functional and the def2-TZVPD basis.

The calculation puts the frontier orbital gap at 7.23 eV. The HOMO energy comes out at -9.0632 eV.

Last column: Mulliken charge in e.
Cartesian coordinates (Å):
C 4.406 0.439 -0.187  -0.80
C 3.458 1.621 -0.460  -0.59
C 2.004 1.400 0.004  -0.81
N 1.002 1.436 -1.077  -0.10
C 0.451 0.184 -1.465  0.74
C 1.535 -0.813 -1.870  -1.76
C 2.459 -0.387 -2.972  0.36
O 2.541 0.647 -3.533  -0.39
Br 3.643 -1.875 -3.517  -0.30
O -0.167 -0.493 -0.304  -0.56
C -1.356 0.154 -0.113  -0.89
O -1.749 0.562 0.937  -0.58
C -1.995 0.180 -1.488  4.41
C -3.281 0.997 -1.650  -2.55
C -3.286 2.460 -1.152  -0.39
O -2.044 2.867 -0.566  0.18
C -1.930 4.191 -0.263  0.63
C -2.003 5.189 -1.379  -0.86
O -1.743 4.516 0.884  -0.63
C -2.487 -1.327 -1.505  -2.01
O -3.500 -1.563 -2.480  -0.18
N -3.217 -2.756 -3.203  0.09
O -3.775 -2.762 -4.220  -0.31
C -0.779 0.344 -2.471  -0.12
I -0.678 2.269 -3.492  0.06
C -0.849 -0.676 -3.646  -1.03
N -0.033 -0.398 -4.820  -0.49
H 4.010 -0.214 0.593  0.03
H 4.547 -0.171 -1.082  0.12
H 5.379 0.776 0.168  0.39
H 3.850 2.464 0.113  0.53
H 3.499 1.922 -1.505  0.38
H 1.949 0.484 0.597  0.35
H 1.749 2.207 0.691  0.60
H 0.253 2.049 -0.772  0.20
H 2.151 -1.079 -1.009  0.69
H 1.075 -1.746 -2.197  0.72
H -3.541 0.982 -2.708  0.16
H -4.052 0.482 -1.080  0.78
H -4.069 2.559 -0.398  0.55
H -3.565 3.127 -1.966  -0.28
H -2.967 5.116 -1.887  0.13
H -1.241 4.995 -2.132  0.26
H -1.920 6.186 -0.958  0.36
H -1.673 -2.036 -1.606  0.72
H -2.933 -1.508 -0.522  0.78
H -0.631 -1.676 -3.277  0.57
H -1.892 -0.636 -3.952  0.49
H 0.669 -1.107 -4.973  0.19
H -0.607 -0.324 -5.645  0.29
O -8.273 6.733 -4.125  -0.62
C -7.246 6.209 -4.504  0.74
C -6.629 5.059 -3.865  -0.30
C -5.495 4.568 -4.364  -0.10
O -4.851 3.517 -3.848  -0.25
C -4.814 5.159 -5.564  1.09
O -3.775 4.613 -5.883  -0.62
C -5.422 6.301 -6.215  -1.15
C -6.569 6.796 -5.723  0.29
O -7.203 7.831 -6.252  -0.57
H -7.111 4.641 -2.996  0.48
H -4.059 3.393 -4.414  0.23
H -4.931 6.716 -7.084  0.44
H -7.996 7.979 -5.701  0.37
O 5.953 -6.647 -5.802  -0.58
C 6.816 -5.790 -5.742  0.90
C 8.183 -5.963 -6.188  -1.08
C 9.041 -4.940 -6.070  0.29
O 10.307 -4.997 -6.452  -0.58
C 8.632 -3.610 -5.482  1.05
O 9.492 -2.754 -5.406  -0.63
C 7.260 -3.436 -5.048  -0.81
C 6.401 -4.459 -5.165  0.30
O 5.136 -4.397 -4.780  -0.42
H 8.466 -6.917 -6.610  0.45
H 10.690 -4.121 -6.247  0.37
H 6.974 -2.479 -4.635  0.44
H 4.740 -5.280 -4.938  0.28
O 3.641 -6.962 -4.212  -0.69
C 2.867 -7.762 -4.707  1.14
C 1.483 -7.473 -5.018  -1.18
C 0.713 -8.440 -5.536  0.35
O -0.562 -8.273 -5.849  -0.57
C 1.240 -9.828 -5.807  1.03
O 0.453 -10.637 -6.262  -0.63
C 2.631 -10.108 -5.520  -0.89
C 3.405 -9.140 -5.008  0.33
O 4.687 -9.302 -4.729  -0.58
H 1.112 -6.479 -4.814  0.51
H -0.870 -9.134 -6.196  0.37
H 3.005 -11.098 -5.737  0.44
H 5.015 -8.438 -4.410  0.34
O -5.965 1.553 -1.363  -0.07
C -7.148 1.266 -1.320  0.79
C -7.789 0.627 -0.185  -1.47
C -9.094 0.338 -0.247  0.41
O -9.766 -0.249 0.742  -0.54
C -9.931 0.653 -1.458  0.92
O -11.105 0.335 -1.420  -0.63
C -9.297 1.312 -2.585  -0.89
C -7.990 1.604 -2.527  0.14
O -7.330 2.204 -3.506  -0.57
H -7.186 0.400 0.679  0.77
H -10.687 -0.337 0.424  0.36
H -9.909 1.546 -3.444  0.50
H -6.399 2.308 -3.214  0.09
O 6.284 -0.539 2.787  -0.64
C 5.796 -1.154 3.717  1.16
C 4.385 -1.478 3.827  -0.91
C 3.951 -2.150 4.902  0.24
O 2.685 -2.490 5.093  -0.57
C 4.884 -2.578 6.008  0.92
O 4.387 -3.163 6.955  -0.66
C 6.292 -2.274 5.889  -0.91
C 6.728 -1.605 4.813  0.28
O 7.997 -1.283 4.616  -0.58
H 3.726 -1.163 3.032  0.57
H 2.655 -2.960 5.949  0.36
H 6.952 -2.598 6.676  0.37
H 8.027 -0.802 3.766  0.38
O 6.873 -0.895 8.418  -0.57
C 6.791 -1.043 9.625  1.04
C 7.942 -1.131 10.502  -1.09
C 7.757 -1.304 11.818  0.37
O 8.746 -1.395 12.692  -0.58
C 6.380 -1.412 12.425  1.04
O 6.319 -1.584 13.629  -0.63
C 5.230 -1.301 11.553  -0.91
C 5.413 -1.127 10.236  0.37
O 4.415 -1.012 9.376  -0.59
H 8.924 -1.053 10.058  0.44
H 8.325 -1.519 13.566  0.37
H 4.247 -1.363 11.999  0.44
H 4.819 -0.918 8.493  0.26
O -10.026 -1.374 3.701  -0.60
C -9.330 -0.757 4.485  1.08
C -9.666 -0.543 5.879  -1.09
C -8.832 0.162 6.655  0.34
O -9.054 0.407 7.938  -0.57
C -7.547 0.749 6.126  1.08
O -6.867 1.387 6.907  -0.62
C -7.201 0.519 4.737  -0.97
C -8.034 -0.188 3.960  0.20
O -7.799 -0.443 2.680  -0.45
H -10.588 -0.967 6.250  0.43
H -8.294 0.938 8.248  0.37
H -6.271 0.932 4.372  0.49
H -8.566 -0.958 2.349  0.31
O 0.683 5.301 3.005  -0.61
C 1.448 6.122 2.542  1.11
C 2.854 6.214 2.897  -1.13
C 3.611 7.170 2.344  0.41
O 4.902 7.332 2.607  -0.59
C 3.053 8.166 1.359  1.05
O 3.823 9.006 0.927  -0.64
C 1.659 8.064 0.988  -0.99
C 0.894 7.104 1.535  0.37
O -0.383 6.944 1.242  -0.51
H 3.245 5.499 3.607  0.45
H 5.190 8.097 2.072  0.37
H 1.274 8.773 0.269  0.44
H -0.717 6.169 1.742  0.30